Entry 1:
A 4-piece molecular cluster, C16H25F3N3O6PS overall. Source: the OMol25 dataset; level of theory: ωB97M-V with the def2-TZVPD basis set.

Structure (ORCA input):
```
! wB97M-V def2-TZVPD RIJCOSX def2/J DEFGRID3
* xyz 0 1
O -5.339 0.453 1.826
P -4.436 1.221 0.953
C -3.864 0.097 -0.417
S -2.052 -0.099 -0.534
O -1.675 -0.921 -1.635
O -1.513 1.218 -0.424
C -1.617 -1.047 1.011
F -1.661 -2.358 0.755
F -0.405 -0.694 1.429
F -2.532 -0.754 1.959
C -4.737 -1.144 -0.470
O -4.489 -1.550 -1.830
C -4.542 -0.403 -2.529
O -4.880 -0.259 -3.636
O -4.151 0.640 -1.706
H -5.068 2.244 0.241
H -3.298 1.733 1.588
H -4.593 -1.917 0.269
H -5.754 -0.755 -0.458
C 2.559 -2.593 -2.766
C 1.461 -1.640 -2.307
C 1.629 -0.216 -2.850
C 2.888 0.375 -2.410
N 3.890 0.795 -2.038
H 3.541 -2.280 -2.410
H 2.378 -3.597 -2.383
H 2.597 -2.652 -3.855
H 1.442 -1.606 -1.215
H 0.488 -2.010 -2.629
H 0.814 0.424 -2.508
H 1.615 -0.221 -3.941
C 9.480 -0.036 -3.091
C 8.143 0.366 -3.703
C 6.945 0.019 -2.811
C 6.857 -1.418 -2.569
N 6.791 -2.548 -2.376
H 9.539 -1.116 -2.948
H 10.305 0.257 -3.740
H 9.628 0.443 -2.122
H 8.023 -0.121 -4.673
H 8.132 1.442 -3.883
H 6.012 0.338 -3.269
H 7.021 0.524 -1.848
C -4.938 1.221 7.216
C -3.945 1.289 6.063
C -4.165 2.510 5.161
C -5.493 2.495 4.553
N -6.540 2.470 4.085
H -5.961 1.125 6.851
H -4.730 0.359 7.849
H -4.882 2.116 7.838
H -4.018 0.383 5.460
H -2.927 1.333 6.455
H -3.423 2.532 4.362
H -4.063 3.433 5.733
*
```

The HOMO-LUMO gap is 0.41700 Eh. As for the SMILES: O=[PH2][C@@]1(S(=O)(=O)C(F)(F)F)COC(=O)O1.CCCC#N.CCCC#N.CCCC#N. The total energy comes out at -2279.461778 a.u. Its HOMO energy is -0.411 Eh. For the max |F|, the calculation gives 0.02224 hartree/bohr.

These are the natural (NBO) partial charges, in e, on atoms 1 to 5:
1 O -1.0631
2 P 1.5289
3 C -0.3422
4 S 2.0766
5 O -0.8826

Entry 2:
A 2-piece molecular cluster, C9H13N4 overall. Source: the OMol25 dataset; level of theory: ωB97M-V with the def2-TZVPD basis set.

Structure (ORCA input):
```
! wB97M-V def2-TZVPD RIJCOSX def2/J DEFGRID3
* xyz 1 1
C 0.362 -2.851 2.830
C 1.229 -2.586 1.779
C -0.812 -2.326 2.456
C -2.781 -0.785 0.147
C 0.653 4.300 -0.723
C -0.642 2.434 -0.095
C -0.186 1.216 -0.463
C -1.621 -0.833 0.714
C 0.213 0.518 -1.716
N 0.603 -1.816 0.864
N -0.404 3.653 -0.656
N -0.678 -1.587 1.321
N 1.212 -0.604 -1.509
H 0.597 -3.519 3.737
H 2.319 -2.683 1.766
H -1.858 -2.365 2.874
H -3.453 -1.620 -0.133
H -3.025 0.117 -0.337
H 0.722 5.301 -1.243
H 1.672 3.990 -0.329
H -1.481 2.484 0.618
H 0.539 1.351 -2.521
H -0.749 0.073 -2.029
H 1.268 -1.023 -2.352
H 0.838 -1.583 -0.188
H 2.082 -0.225 -1.163
*
```

The HOMO-LUMO gap (spin up / spin down) is 0.29100 / 0.25733 Eh. The total energy comes out at -569.247492 a.u. Its HOMO energy (spin up / spin down) is -0.427 / -0.415 Eh. For the max |F|, the calculation gives 0.08723 hartree/bohr.

These are the natural (NBO) partial charges, in e, on atoms 1 to 5:
1 C -0.3153
2 C 0.0550
3 C 0.0450
4 C -0.4331
5 C 0.0078

Entry 3:
A single C3H4NO2P molecule. Source: the OMol25 dataset; level of theory: ωB97M-V with the def2-TZVPD basis set.

Structure (ORCA input):
```
! wB97M-V def2-TZVPD RIJCOSX def2/J DEFGRID3
* xyz 0 1
C -0.980 -2.997 -0.206
N -0.152 -2.063 -0.312
O 0.438 -1.407 0.811
C 1.541 -0.747 0.497
O 2.139 -0.667 -0.526
P 2.289 -0.045 2.123
C 0.853 0.304 2.960
H -1.255 -3.349 -1.175
H -1.268 -3.613 0.771
H 1.054 0.617 4.033
H -0.139 0.324 2.468
*
```

The HOMO-LUMO gap is 0.34273 Eh. As for the SMILES: C=NOC(=O)P=C. The total energy comes out at -663.166669 a.u. Its HOMO energy is -0.354 Eh. For the max |F|, the calculation gives 0.07159 hartree/bohr.

These are the natural (NBO) partial charges, in e, on atoms 1 to 5:
1 C -0.0994
2 N -0.1292
3 O -0.4041
4 C 0.5493
5 O -0.5469

Entry 4:
C33H61F3N10P2S2V as an isolated structure. Source: the OMol25 dataset; level of theory: ωB97M-V with the def2-TZVPD basis set.

Structure (ORCA input):
```
! wB97M-V def2-TZVPD RIJCOSX def2/J DEFGRID3
* xyz 1 3
V -0.335 0.094 0.320
F 4.723 1.568 0.118
C 4.714 0.800 1.215
F 5.045 -0.446 0.844
F 5.697 1.250 2.015
C 3.385 0.832 1.923
C 3.332 1.005 3.288
C 2.107 1.005 3.951
C 0.970 0.833 3.200
N 1.008 0.660 1.876
C 2.188 0.624 1.210
S 2.021 0.262 -0.469
H 4.251 1.145 3.841
H 2.047 1.135 5.022
H -0.013 0.824 3.656
C -0.127 0.497 -5.246
P -0.376 0.259 -3.445
C 0.360 -1.409 -3.237
C -2.163 -0.161 -3.412
H -0.494 -0.354 -5.824
H 0.934 0.633 -5.456
H -0.651 1.396 -5.576
H -0.101 -2.140 -3.906
H 0.254 -1.750 -2.204
H 1.430 -1.362 -3.449
H -2.411 -0.969 -4.104
H -2.753 0.719 -3.675
H -2.435 -0.453 -2.394
C -1.963 2.680 1.946
N -0.844 3.410 1.387
C -0.071 4.215 2.317
C -0.412 3.135 0.130
N -0.672 1.965 -0.414
N 0.284 4.100 -0.514
C 1.049 3.772 -1.710
C -0.023 5.514 -0.349
H -2.591 3.369 2.516
H -1.642 1.876 2.617
H -2.545 2.238 1.143
H 0.126 3.631 3.219
H -0.602 5.124 2.606
H 0.885 4.486 1.875
H -0.502 1.962 -1.419
H 0.429 3.823 -2.611
H 1.479 2.777 -1.621
H 1.858 4.495 -1.806
H -0.829 5.649 0.366
H -0.343 5.924 -1.309
H 0.853 6.072 -0.011
C 1.898 -5.228 0.352
N 0.635 -4.986 1.031
C -0.238 -5.960 1.480
C -1.300 -5.328 2.015
N -1.056 -3.972 1.893
C 0.120 -3.757 1.275
S 0.891 -2.306 0.840
H 2.233 -6.234 0.592
H 2.632 -4.502 0.690
H 1.775 -5.124 -0.725
H -0.013 -7.008 1.391
H -2.188 -5.714 2.481
H -1.710 -3.225 2.134
N -1.965 -0.670 0.423
P -3.191 -1.536 0.846
N -3.351 -2.911 -0.055
C -4.507 -3.808 0.023
C -5.050 -4.142 -1.362
C -3.954 -4.687 -2.270
C -2.788 -3.706 -2.317
C -2.274 -3.418 -0.913
N -3.080 -1.908 2.487
C -4.153 -2.665 3.168
C -4.415 -2.123 4.568
C -3.171 -2.187 5.458
C -1.894 -1.957 4.635
C -2.172 -1.155 3.370
N -4.681 -0.810 0.686
C -5.048 -0.431 -0.699
C -4.777 1.049 -0.937
C -5.694 1.904 -0.050
C -6.104 1.135 1.212
C -4.984 0.227 1.695
H -5.286 -3.335 0.617
H -4.211 -4.735 0.534
H -5.477 -3.238 -1.805
H -5.863 -4.863 -1.255
H -4.345 -4.874 -3.270
H -3.604 -5.650 -1.882
H -3.114 -2.770 -2.778
H -1.968 -4.100 -2.923
H -1.467 -2.688 -0.923
H -1.878 -4.350 -0.487
H -3.882 -3.727 3.234
H -5.067 -2.605 2.578
H -5.243 -2.677 5.012
H -4.750 -1.087 4.487
H -3.113 -3.152 5.964
H -3.257 -1.434 6.243
H -1.457 -2.916 4.347
H -1.133 -1.446 5.226
H -1.246 -0.987 2.823
H -2.592 -0.174 3.632
H -6.102 -0.666 -0.870
H -4.471 -1.048 -1.386
H -4.914 1.294 -1.992
H -3.722 1.227 -0.705
H -6.592 2.190 -0.601
H -5.190 2.834 0.224
H -6.988 0.525 1.014
H -6.376 1.820 2.015
H -5.275 -0.258 2.626
H -4.096 0.837 1.909
*
```

The HOMO-LUMO gap (spin up / spin down) is 0.28673 / 0.29579 Eh. The total energy comes out at -4564.306801 a.u. Its HOMO energy (spin up / spin down) is -0.365 / -0.365 Eh. For the max |F|, the calculation gives 0.01023 hartree/bohr.

These are the Löwdin partial charges, in e, on atoms 1 to 5:
1 V 0.5281
2 F 0.1295
3 C -0.6073
4 F 0.1490
5 F 0.1367

Entry 5:
A single C2H4O3 molecule. Source: the OMol25 dataset; level of theory: ωB97M-V with the def2-TZVPD basis set.

Structure (ORCA input):
```
! wB97M-V def2-TZVPD RIJCOSX def2/J DEFGRID3
* xyz 0 1
C -0.540 0.189 1.179
C 0.107 0.375 -0.134
O 0.715 1.270 -0.664
O 0.133 -0.915 -0.681
O 0.723 -1.148 -1.995
H -0.082 -0.659 1.676
H -1.637 0.017 1.006
H -0.419 1.074 1.783
H 1.000 -0.203 -2.168
*
```

The HOMO-LUMO gap is 0.42172 Eh. As for the SMILES: CC(=O)OO. The total energy comes out at -304.235242 a.u. Its HOMO energy is -0.393 Eh. For the max |F|, the calculation gives 0.06529 hartree/bohr.

These are the natural (NBO) partial charges, in e, on atoms 1 to 5:
1 C -0.7235
2 C 0.7720
3 O -0.5798
4 O -0.2988
5 O -0.4000